The following is a DFT calculation (the ωB97M-V functional and the def2-TZVPD basis) of C29H29F2LuN2O5 as an isolated structure.

CARTESIAN COORDINATES (ANGSTROEM)
Lu1 0.135 -0.177 0.054
C1 0.181 -2.811 -0.115
C2 1.219 -2.367 -0.962
C3 2.190 -1.713 -0.166
C4 1.778 -1.790 1.187
C5 0.540 -2.475 1.214
C6 -0.170 -2.985 2.435
C7 2.595 -1.338 2.362
C8 3.477 -1.105 -0.642
C9 1.332 -2.606 -2.437
C10 -1.063 -3.546 -0.513
H1 -1.260 -2.996 2.318
H2 0.085 -2.421 3.337
H3 0.109 -4.019 2.653
H4 2.926 -0.303 2.261
H5 3.486 -1.960 2.485
H6 2.034 -1.402 3.296
H7 3.701 -0.173 -0.116
H8 3.446 -0.874 -1.709
H9 4.325 -1.777 -0.479
H10 1.594 -1.709 -2.997
H11 0.400 -2.984 -2.854
H12 2.110 -3.344 -2.649
H13 -1.954 -3.151 -0.014
H14 -1.006 -4.609 -0.261
H15 -1.249 -3.471 -1.583
F1 1.410 3.442 4.316
C11 1.521 3.179 2.995
C12 1.136 1.943 2.514
C13 1.235 1.653 1.152
C14 1.789 2.631 0.310
C15 2.124 3.876 0.838
F2 2.580 4.873 0.040
C16 2.003 4.181 2.178
C17 1.958 2.301 -1.124
C18 2.834 2.966 -1.985
C19 2.913 2.585 -3.309
C20 2.107 1.559 -3.774
C21 1.279 0.929 -2.867
N1 1.223 1.264 -1.573
H16 0.762 1.218 3.227
H17 2.276 5.154 2.558
H18 3.445 3.769 -1.608
H19 3.597 3.095 -3.975
H20 2.119 1.245 -4.808
H21 0.618 0.127 -3.160
O1 -1.837 1.135 0.002
C22 -2.858 1.145 -0.686
C23 -3.097 0.374 -1.868
C24 -4.337 0.530 -2.505
C25 -4.594 -0.172 -3.649
C26 -3.641 -1.040 -4.205
C27 -2.427 -1.201 -3.599
C28 -2.104 -0.505 -2.395
O2 -0.968 -0.671 -1.839
N2 -5.892 -0.011 -4.312
O3 -6.080 -0.635 -5.339
O4 -6.692 0.759 -3.816
H22 -3.679 1.810 -0.372
H23 -5.086 1.198 -2.100
H24 -3.885 -1.572 -5.113
H25 -1.681 -1.866 -4.012
C29 -1.903 0.735 2.837
O5 -1.133 -0.252 2.137
H26 -1.567 0.808 3.872
H27 -2.963 0.477 2.805
H28 -1.740 1.683 2.339
H29 -1.086 -1.071 2.643

## Properties
Charge ... 0
DFT total energy ... -82817.9180 eV
Orbital gap ... 7.4 eV
M ... 698.52 Da
Energy relative to the best compared isomer or geometry (same formula, charge and spin) ... 4.4 kJ/mol
LUMO level ... -0.0152 Ha
HOMO level ... -7.80 eV

=====

The following is a DFT calculation (the ωB97M-V functional and the def2-TZVPD basis) of one molecule with the formula C29H29N3O5.

CARTESIAN COORDINATES (ANGSTROEM)
C1 6.517 1.302 2.261
O1 5.904 1.740 1.073
C2 4.543 1.665 0.980
C3 3.981 2.171 -0.193
C4 2.625 2.089 -0.411
C5 1.780 1.492 0.529
C6 0.350 1.407 0.262
C7 -0.487 0.407 0.589
N1 -1.867 0.456 0.422
C8 -2.646 1.409 -0.164
O2 -2.206 2.430 -0.660
C9 -4.101 1.099 -0.148
C10 -4.995 2.159 -0.241
C11 -6.350 1.916 -0.234
C12 -6.866 0.624 -0.149
O3 -8.223 0.572 -0.156
C13 -8.926 -0.648 -0.073
C14 -5.964 -0.458 -0.077
O4 -6.476 -1.731 -0.011
C15 -5.588 -2.816 0.101
C16 -4.602 -0.199 -0.078
C17 -0.123 -0.932 1.167
O5 -0.951 -1.579 1.798
N2 1.098 -1.385 0.857
C18 1.685 -2.582 1.405
C19 2.573 -3.263 0.357
C20 3.612 -2.322 -0.166
C21 4.868 -2.110 0.325
N3 5.516 -1.167 -0.425
C22 4.685 -0.741 -1.417
C23 4.891 0.186 -2.432
C24 3.849 0.423 -3.300
C25 2.628 -0.245 -3.169
C26 2.423 -1.176 -2.177
C27 3.462 -1.440 -1.282
C28 2.345 1.056 1.727
C29 3.707 1.130 1.952
H1 6.329 0.238 2.444
H2 6.180 1.881 3.126
H3 7.585 1.460 2.119
H4 4.633 2.623 -0.922
H5 2.206 2.471 -1.329
H6 -0.082 2.263 -0.238
H7 -2.315 -0.331 0.885
H8 -4.609 3.163 -0.312
H9 -7.060 2.725 -0.295
H10 -8.711 -1.177 0.857
H11 -9.979 -0.369 -0.098
H12 -8.703 -1.301 -0.919
H13 -4.968 -2.743 1.001
H14 -6.221 -3.699 0.173
H15 -4.945 -2.907 -0.780
H16 -3.918 -1.033 -0.059
H17 1.717 -0.796 0.319
H18 0.873 -3.239 1.725
H19 2.293 -2.324 2.283
H20 3.050 -4.130 0.815
H21 1.951 -3.607 -0.471
H22 5.358 -2.584 1.155
H23 6.445 -0.820 -0.259
H24 5.836 0.700 -2.530
H25 3.972 1.139 -4.099
H26 1.834 -0.025 -3.867
H27 1.478 -1.692 -2.092
H28 1.706 0.657 2.501
H29 4.100 0.774 2.892

## Properties
Charge ... 0
DFT total energy ... -45251.7261 eV
Orbital gap ... 8.2 eV
SMILES ... COc1ccc(/C=C(/NC(=O)c2ccc(OC)c(OC)c2)C(=O)NCCc2c[nH]c3ccccc23)cc1
M ... 499.57 Da
Energy relative to the best compared isomer or geometry (same formula, charge and spin) ... 0.0 kJ/mol
LUMO level ... 0.0188 Ha
HOMO level ... -7.70 eV

=====

The following is a DFT calculation (the ωB97M-V functional and the def2-TZVPD basis) of C29H29N4O5PRuS3 as an isolated structure.

CARTESIAN COORDINATES (ANGSTROEM)
Ru1 -0.852 0.952 -0.485
O1 -4.429 -1.477 0.037
C1 -3.307 -0.785 0.002
O2 -3.191 0.285 -0.571
C2 -2.175 -1.412 0.736
C3 -2.208 -2.583 1.469
C4 -1.036 -2.997 2.095
C5 0.117 -2.235 1.977
C6 0.068 -1.076 1.221
N1 -1.058 -0.696 0.624
C7 1.228 -0.122 1.030
O3 2.296 -0.324 1.538
O4 0.922 0.951 0.312
H1 -5.106 -1.011 -0.481
H2 -3.125 -3.149 1.544
H3 -1.029 -3.911 2.672
H4 1.051 -2.511 2.446
N2 -1.913 5.693 4.775
C8 -2.594 5.586 3.623
S1 -3.745 6.649 3.148
C9 -2.191 4.433 2.758
C10 -0.902 3.917 2.767
C11 -0.576 2.877 1.914
N3 -1.466 2.325 1.083
C12 -2.712 2.826 1.067
C13 -3.107 3.867 1.878
H5 -2.162 6.440 5.403
H6 -1.359 4.936 5.141
H7 -0.119 4.335 3.384
H8 0.429 2.480 1.873
H9 -3.402 2.376 0.368
H10 -4.114 4.255 1.826
C14 2.192 2.875 -1.970
N4 1.209 3.903 -2.302
C15 1.710 5.029 -3.084
C16 -0.091 3.696 -2.143
C17 -1.060 4.739 -2.623
O5 -0.553 2.642 -1.658
H11 3.036 3.349 -1.470
H12 2.529 2.382 -2.881
H13 1.758 2.137 -1.308
H14 2.784 5.092 -2.935
H15 1.267 5.968 -2.763
H16 1.514 4.879 -4.148
H17 -1.091 4.714 -3.715
H18 -0.784 5.744 -2.314
H19 -2.049 4.498 -2.243
S2 0.358 1.770 -4.751
P1 -0.812 0.353 -4.119
S3 -0.441 -0.482 -2.193
C18 -2.571 0.802 -4.229
C19 -3.305 0.358 -5.328
C20 -4.616 0.774 -5.510
C21 -5.206 1.638 -4.599
C22 -4.475 2.093 -3.510
C23 -3.165 1.682 -3.330
C24 -0.674 -1.195 -5.056
C25 0.206 -1.263 -6.128
C26 0.313 -2.437 -6.863
C27 -0.459 -3.537 -6.530
C28 -1.344 -3.471 -5.459
C29 -1.451 -2.305 -4.722
H20 -2.857 -0.312 -6.050
H21 -5.173 0.426 -6.369
H22 -6.228 1.965 -4.743
H23 -4.927 2.779 -2.803
H24 -2.592 2.075 -2.501
H25 0.801 -0.395 -6.379
H26 1.000 -2.487 -7.697
H27 -0.376 -4.451 -7.104
H28 -1.948 -4.330 -5.201
H29 -2.143 -2.254 -3.891

## Properties
2S+1 ... 2
Charge ... +1
DFT total energy ... -91116.8916 eV
Orbital gap (spin up / spin down) ... 6.8 / 6.3 eV
M ... 741.82 Da
Energy relative to the best compared isomer or geometry (same formula, charge and spin) ... 4.1 kJ/mol
LUMO level (spin up / spin down) ... -0.1357 / -0.1527 Ha
Expectation value of S² ... 0.756
HOMO level (spin up / spin down) ... -10.49 / -10.49 eV

=====

The following is a DFT calculation (the ωB97M-V functional and the def2-TZVPD basis) of C29H29N5O3RuSTe as an isolated structure at a distorted geometry.

CARTESIAN COORDINATES (ANGSTROEM)
Ru1 -0.469 0.390 0.517
O1 -3.105 -5.853 0.647
C1 -3.809 -4.875 0.359
O2 -4.988 -4.753 0.101
C2 -3.034 -3.553 0.453
C3 -2.076 -3.361 1.448
C4 -1.360 -2.175 1.471
N1 -1.564 -1.255 0.517
C5 -2.505 -1.400 -0.428
C6 -3.276 -2.544 -0.470
C7 -2.612 -0.239 -1.345
C8 -3.532 -0.184 -2.379
C9 -3.579 0.944 -3.186
C10 -2.703 1.987 -2.940
C11 -1.814 1.868 -1.886
N2 -1.760 0.789 -1.106
C12 -0.319 -1.776 2.443
C13 0.049 -2.560 3.525
C14 1.043 -2.110 4.380
C15 1.647 -0.889 4.131
C16 1.227 -0.150 3.038
N3 0.270 -0.573 2.212
H1 -1.904 -4.158 2.156
H2 -4.073 -2.687 -1.183
H3 -4.208 -1.007 -2.550
H4 -4.295 1.004 -3.993
H5 -2.710 2.882 -3.543
H6 -1.113 2.656 -1.642
H7 -0.444 -3.504 3.702
H8 1.335 -2.705 5.233
H9 2.422 -0.504 4.775
H10 1.651 0.819 2.808
N4 0.494 2.236 0.625
C17 0.862 3.340 0.664
N5 1.297 4.551 0.705
C18 0.519 5.615 1.366
C19 -0.062 6.560 0.324
C20 1.023 7.077 -0.618
C21 1.779 5.921 -1.266
C22 2.365 5.008 -0.199
H11 1.212 6.141 2.028
H12 -0.250 5.148 1.981
H13 -0.551 7.388 0.839
H14 -0.835 6.037 -0.248
H15 1.726 7.700 -0.057
H16 0.581 7.715 -1.383
H17 2.582 6.287 -1.907
H18 1.098 5.342 -1.898
H19 3.082 5.551 0.423
H20 2.871 4.134 -0.613
C23 1.646 0.689 -2.735
C24 2.110 -0.155 -1.588
C25 3.578 -0.287 -1.346
O3 1.301 -0.693 -0.834
H21 2.298 0.590 -3.599
H22 1.685 1.735 -2.422
H23 0.619 0.441 -2.997
H24 4.144 -0.327 -2.274
H25 3.790 -1.152 -0.723
H26 3.907 0.606 -0.808
Te1 1.044 -3.886 -0.410
C26 1.015 -5.873 -0.086
C27 -0.105 -6.660 0.226
C28 0.238 -7.999 0.373
C29 1.586 -8.236 0.183
S1 2.462 -6.831 -0.185
H27 -1.124 -6.282 0.345
H28 -0.473 -8.774 0.608
H29 2.095 -9.184 0.240

## Properties
2S+1 ... 5
Charge ... +2
DFT total energy ... -64831.6474 eV
Orbital gap (spin up / spin down) ... 6.6 / 4.2 eV
M ... 756.32 Da
LUMO level (spin up / spin down) ... -0.2187 / -0.3075 Ha
Expectation value of S² ... 6.029
HOMO level (spin up / spin down) ... -12.58 / -12.55 eV

=====

The following is a DFT calculation (the ωB97M-V functional and the def2-TZVPD basis) of C29H30AlN3OSSeSi as an isolated structure.

CARTESIAN COORDINATES (ANGSTROEM)
Al1 -0.452 0.105 1.541
O1 0.578 1.663 2.396
C1 1.906 1.401 2.837
C2 1.935 -0.012 3.341
C3 2.965 -0.479 4.135
C4 2.987 -1.823 4.472
C5 1.964 -2.640 4.021
C6 0.950 -2.085 3.265
N1 0.937 -0.791 2.926
H1 0.508 2.549 2.029
H2 2.195 2.105 3.619
H3 2.603 1.481 1.996
H4 3.739 0.197 4.475
H5 3.797 -2.217 5.072
H6 1.947 -3.694 4.258
H7 0.109 -2.674 2.929
C7 -6.189 0.304 -1.415
Si1 -4.473 0.633 -2.125
C8 -4.661 1.907 -3.515
C9 -3.711 -0.920 -2.857
C10 -3.428 1.501 -0.792
C11 -3.636 2.849 -0.572
C12 -2.857 3.574 0.336
C13 -1.835 2.921 0.968
N2 -1.601 1.612 0.793
C14 -2.413 0.888 -0.018
S1 -2.121 -0.795 0.073
H8 -6.842 -0.100 -2.191
H9 -6.644 1.222 -1.040
H10 -6.157 -0.414 -0.594
H11 -5.258 1.485 -4.326
H12 -3.697 2.201 -3.932
H13 -5.170 2.812 -3.180
H14 -4.278 -1.214 -3.743
H15 -3.727 -1.744 -2.147
H16 -2.675 -0.755 -3.153
H17 -4.423 3.365 -1.110
H18 -3.036 4.623 0.523
H19 -1.193 3.449 1.666
Se1 -1.980 0.000 3.579
C15 -2.226 -1.779 3.370
N3 -2.386 -2.919 3.257
C16 4.209 1.224 -3.843
C17 3.773 2.338 -3.141
C18 2.857 2.193 -2.112
C19 2.362 0.937 -1.746
C20 2.779 -0.169 -2.494
C21 3.697 -0.025 -3.521
C22 1.407 0.860 -0.625
C23 1.054 -0.170 0.165
C24 1.736 -1.482 0.143
C25 3.087 -1.608 0.478
C26 3.689 -2.854 0.558
C27 2.962 -4.006 0.289
C28 1.619 -3.898 -0.043
C29 1.011 -2.653 -0.101
H20 4.929 1.329 -4.644
H21 4.144 3.322 -3.399
H22 2.517 3.070 -1.572
H23 2.365 -1.143 -2.283
H24 4.009 -0.897 -4.081
H25 0.908 1.815 -0.441
H26 3.669 -0.715 0.675
H27 4.737 -2.920 0.823
H28 3.434 -4.978 0.344
H29 1.035 -4.787 -0.249
H30 -0.041 -2.579 -0.349

## Properties
Charge ... 0
DFT total energy ... -127737.8678 eV
Orbital gap ... 7.7 eV
M ... 602.67 Da
LUMO level ... -0.0021 Ha
HOMO level ... -7.76 eV

=====

The following is a DFT calculation (the ωB97M-V functional and the def2-TZVPD basis) of C29H30CdN5O2SSi as an isolated structure.

CARTESIAN COORDINATES (ANGSTROEM)
Cd1 -0.176 -0.633 -0.688
C1 3.829 1.028 1.477
C2 2.719 0.844 0.632
N1 1.921 -0.192 0.730
C3 2.140 -1.133 1.681
C4 3.220 -1.022 2.590
C5 4.071 0.097 2.445
C6 3.405 -1.987 3.607
C7 2.497 -3.009 3.703
C8 1.426 -3.149 2.814
C9 1.205 -2.251 1.761
N2 0.189 -2.270 0.881
C10 -0.705 -3.315 0.772
C11 -0.386 -4.660 0.806
C12 -1.350 -5.658 0.561
C13 -2.645 -5.341 0.268
C14 -3.023 -3.979 0.208
C15 -4.329 -3.565 -0.139
C16 -4.626 -2.236 -0.200
C17 -3.609 -1.309 0.099
N3 -2.397 -1.653 0.436
C18 -2.075 -2.970 0.477
H1 4.460 1.898 1.354
H2 2.468 1.565 -0.141
H3 4.909 0.205 3.125
H4 4.236 -1.892 4.295
H5 2.604 -3.742 4.496
H6 0.730 -3.962 2.963
H7 0.640 -4.952 0.979
H8 -1.042 -6.697 0.586
H9 -3.380 -6.108 0.058
H10 -5.074 -4.317 -0.373
H11 -5.609 -1.886 -0.488
H12 -3.812 -0.242 0.043
N4 1.700 -1.408 -2.060
C19 1.398 -2.151 -3.290
C20 0.196 -1.546 -4.016
C21 -1.135 -2.029 -3.419
O1 -1.835 -2.781 -4.096
O2 -1.408 -1.628 -2.235
H13 2.124 -0.510 -2.269
H14 2.327 -1.914 -1.446
H15 1.172 -3.182 -3.009
H16 2.263 -2.180 -3.962
H17 0.218 -1.839 -5.065
H18 0.253 -0.454 -3.954
C22 -0.432 6.673 0.314
Si1 -0.005 5.160 -0.727
C23 -0.789 5.380 -2.412
C24 1.865 5.115 -0.839
C25 -0.693 3.655 0.158
C26 -1.382 3.783 1.355
C27 -1.870 2.672 2.042
C28 -1.632 1.432 1.489
N5 -0.980 1.276 0.341
C29 -0.508 2.339 -0.346
S1 0.301 1.981 -1.826
H19 -0.033 7.573 -0.162
H20 0.008 6.603 1.312
H21 -1.510 6.812 0.427
H22 -0.427 6.289 -2.900
H23 -1.875 5.458 -2.311
H24 -0.568 4.525 -3.049
H25 2.230 6.027 -1.320
H26 2.203 4.253 -1.412
H27 2.303 5.064 0.161
H28 -1.541 4.770 1.776
H29 -2.405 2.769 2.976
H30 -1.960 0.510 1.960

## Properties
Charge ... -1
DFT total energy ... -65389.1062 eV
Orbital gap ... 6.7 eV
M ... 653.16 Da
Energy relative to the best compared isomer or geometry (same formula, charge and spin) ... 0.0 kJ/mol
LUMO level ... 0.0980 Ha
HOMO level ... -4.03 eV

=====

The following is a DFT calculation (the ωB97M-V functional and the def2-TZVPD basis) of C29H30Cl5CrN8 as an isolated structure at a distorted geometry.

CARTESIAN COORDINATES (ANGSTROEM)
Cr1 1.529 -0.424 -0.249
C1 -3.628 2.913 3.275
C2 -2.338 2.472 2.635
C3 -1.196 3.258 2.684
C4 -0.022 2.838 2.079
C5 0.071 1.633 1.381
N1 1.259 1.264 0.722
C6 2.263 2.186 0.435
C7 2.055 3.454 -0.125
C8 3.114 4.274 -0.461
C9 4.439 3.876 -0.267
C10 5.587 4.754 -0.690
C11 4.659 2.625 0.283
C12 3.596 1.806 0.642
N2 3.892 0.537 1.241
C13 4.882 0.258 2.112
C14 4.785 -1.071 2.458
C15 3.680 -1.542 1.748
N3 3.144 -0.569 1.023
C16 -1.061 0.783 1.426
C17 -2.236 1.231 2.020
N4 -1.004 -0.492 0.823
C18 -2.081 -1.450 0.619
C19 -1.489 -2.737 1.127
C20 -0.042 -2.632 1.139
N5 0.216 -1.184 1.014
H1 -3.703 4.000 3.298
H2 -3.699 2.557 4.305
H3 -4.492 2.525 2.734
H4 -1.217 4.207 3.205
H5 0.854 3.470 2.138
H6 1.036 3.780 -0.294
H7 2.914 5.246 -0.897
H8 5.341 5.807 -0.564
H9 5.827 4.598 -1.744
H10 6.485 4.541 -0.111
H11 5.675 2.276 0.432
H12 5.564 1.025 2.436
H13 5.417 -1.617 3.135
H14 3.239 -2.525 1.733
H15 -3.110 0.591 2.018
H16 -2.972 -1.147 1.171
H17 -2.050 -3.630 1.345
H18 0.556 -3.213 1.833
Cl1 3.420 -2.789 -1.945
C21 4.076 -1.314 -2.601
Cl2 3.157 0.150 -2.071
H19 4.004 -1.332 -3.681
H20 5.093 -1.172 -2.256
Cl3 -2.300 0.639 -4.112
C22 -1.414 1.670 -3.003
Cl4 -0.401 2.821 -3.876
Cl5 -2.492 2.495 -1.884
C23 -0.513 0.837 -2.191
N6 0.192 0.211 -1.552
N7 0.545 -2.136 -0.088
C24 -2.440 -1.574 -0.881
N8 -3.501 -2.290 -1.128
C25 -4.376 -3.049 -0.206
C26 -4.231 -4.563 -0.450
C27 -3.739 -4.835 -1.873
C28 -4.423 -3.860 -2.826
C29 -3.945 -2.432 -2.532
H21 -5.400 -2.729 -0.408
H22 -4.153 -2.788 0.822
H23 -5.208 -5.028 -0.305
H24 -3.556 -5.011 0.281
H25 -3.946 -5.868 -2.152
H26 -2.656 -4.695 -1.928
H27 -5.506 -3.938 -2.702
H28 -4.202 -4.101 -3.865
H29 -4.739 -1.704 -2.716
H30 -3.086 -2.164 -3.141

## Properties
2S+1 ... 5
Charge ... +1
DFT total energy ... -133502.1790 eV
Orbital gap (spin up / spin down) ... 6.5 / 6.2 eV
M ... 719.88 Da
LUMO level (spin up / spin down) ... -0.0986 / -0.1093 Ha
Expectation value of S² ... 6.062
HOMO level (spin up / spin down) ... -9.14 / -9.22 eV